a) Below is the molecule C4H10BN, with properties calculated with ωB97M-V/def2-TZVPD.

Computed properties:
E_HOMO in hartree: -0.335
SMILES string: CB1CCCN1
E_LUMO in Eh: 0.0258
HOMO-LUMO gap in eV: 9.82

ORCA input file:
```
! RIJCOSX wB97M-V def2-TZVPD def2/J DEFGRID3
* xyz 0 1
B -0.6764 -0.0301 -0.4320
C -0.0377 0.9847 0.6317
C 1.1448 0.2472 1.3102
C 1.6084 -0.6885 0.1853
C -2.1088 -0.1432 -1.1097
N 0.4409 -1.0155 -0.6052
H 0.4254 1.7644 -0.1272
H -0.5989 1.4833 1.3021
H 1.8583 0.9992 1.7013
H 0.7803 -0.1660 2.2569
H 2.2746 0.0903 -0.4580
H 2.1848 -1.5494 0.4738
H -2.5695 0.7620 -1.3941
H -2.9481 -0.7067 -0.5728
H -1.9170 -0.5764 -2.1584
H 0.5591 -1.6475 -1.4181
*
```

b) Below is a structure of composition C4H10BN, with properties calculated with ωB97M-V/def2-TZVPD.

Computed properties:
E_HOMO in hartree: -0.331
E_LUMO in Eh: 0.0314
HOMO-LUMO gap in eV: 9.86

ORCA input file:
```
! RIJCOSX wB97M-V def2-TZVPD def2/J DEFGRID3
* xyz 0 1
B 1.5244 -0.8671 -0.0099
C 1.6449 0.6049 0.4387
C 0.1226 1.2176 -0.6725
C -0.7557 -0.0939 -0.5412
C -1.7613 -0.2933 0.6096
N 0.2178 -1.1603 -0.3960
H 2.3270 -1.7793 -0.0630
H 1.2137 0.8781 1.3545
H 2.4078 1.3474 0.2756
H -0.3129 2.1514 -0.1253
H 0.6558 1.5061 -1.5455
H -1.4277 -0.3787 -1.3437
H -2.7206 0.0792 0.2997
H -1.2754 0.1746 1.4069
H -1.6851 -1.2799 0.7498
H -0.1754 -2.1070 -0.4377
*
```

c) Below is the molecule C4H10BN, with properties calculated with ωB97M-V/def2-TZVPD.

Computed properties:
E_HOMO in hartree: -0.349
SMILES string: CB1CCCN1
E_LUMO in Eh: 0.0260
HOMO-LUMO gap in eV: 10.19

ORCA input file:
```
! RIJCOSX wB97M-V def2-TZVPD def2/J DEFGRID3
* xyz 0 1
B -0.7456 -0.1080 -0.1476
C 0.5901 -0.3422 -1.0664
C 1.7070 0.1066 -0.0638
C 1.1164 -0.1393 1.2825
C -2.2604 0.2193 -0.5081
N -0.3107 0.0884 1.1665
H 0.9179 -1.3893 -1.4413
H 0.5662 0.3803 -1.7947
H 2.6859 -0.4445 -0.0815
H 1.8046 1.1357 -0.1408
H 1.3306 -1.1762 1.6118
H 1.5202 0.5496 2.0301
H -3.0112 0.1320 0.3013
H -2.6858 -0.3442 -1.4088
H -2.0450 1.2201 -0.8667
H -0.7551 0.1103 2.1546
*
```

Top of the stability list: c), leading by 0.163 eV.

a) Below is a cluster of 2 separate species, ClH3NPS in total, with properties calculated with ωB97M-V/def2-TZVPD.

Computed properties:
E_HOMO (alpha / beta) in hartree: -0.332 / -0.277
E_LUMO (alpha / beta) in Eh: -0.0304 / -0.0720
HOMO-LUMO gap (alpha / beta) in eV: 8.21 / 5.57

ORCA input file:
```
! RIJCOSX wB97M-V def2-TZVPD def2/J DEFGRID3
* xyz 0 1
N 0.6253 -1.2654 0.2555
P -0.8569 -0.6042 -0.0865
S -0.3840 2.5706 1.1180
Cl -0.9779 -1.0343 -1.9512
H 1.1760 -2.0141 -0.1561
H 1.0497 -0.6409 0.8837
H -0.6322 2.9884 -0.0634
*
```

b) Below is a cluster of 2 separate species, ClH3NPS in total, with properties calculated with ωB97M-V/def2-TZVPD.

Computed properties:
E_HOMO in hartree: -0.355
SMILES string: [H]/N=P/Cl.S
E_LUMO in Eh: -0.0305
HOMO-LUMO gap in eV: 8.84

ORCA input file:
```
! RIJCOSX wB97M-V def2-TZVPD def2/J DEFGRID3
* xyz 0 1
N -1.5692 0.8349 -0.1038
P -2.4078 -0.0716 0.8358
S 1.0828 -1.3339 -0.0532
Cl -3.2421 -1.3086 -0.5711
H -0.1125 -0.9050 0.3610
H -1.1081 1.6041 0.4646
H 1.6326 -1.5137 1.1166
*
```

Top of the stability list: b), leading by 1.285 eV.

a) Below is a cluster of 2 separate species, CH4N2O3P in total, with properties calculated with ωB97M-V/def2-TZVPD.

Computed properties:
E_HOMO (alpha / beta) in hartree: -0.142 / -0.143
E_LUMO (alpha / beta) in Eh: 0.1389 / 0.1390
HOMO-LUMO gap (alpha / beta) in eV: 7.65 / 7.67

ORCA input file:
```
! RIJCOSX wB97M-V def2-TZVPD def2/J DEFGRID3
* xyz -1 1
C 0.4124 -1.3042 0.0776
N -1.8192 -0.6167 -0.6742
N 0.1676 1.5530 0.1286
O 1.9190 0.1596 -1.2402
O 0.7678 -2.4190 -0.0748
O 1.9739 0.4638 1.4485
P 1.2860 0.3718 0.1143
H -1.7964 -1.5015 -0.1175
H -1.9683 0.1015 -0.0043
H -0.4059 1.6794 0.9756
H -0.5370 1.5123 -0.6335
*
```

b) Below is the ion CH4N2O3P with charge -1, with properties calculated with ωB97M-V/def2-TZVPD.

Computed properties:
E_HOMO in hartree: -0.178
SMILES string: [H]/N=C(\[O-])[P@@](N)(=O)O
E_LUMO in Eh: 0.1505
HOMO-LUMO gap in eV: 8.94

ORCA input file:
```
! RIJCOSX wB97M-V def2-TZVPD def2/J DEFGRID3
* xyz -1 1
C -0.9227 1.1971 0.1525
N 0.1181 1.8278 0.5974
N 0.9072 -0.9306 1.1763
O 0.7274 -0.7072 -1.6553
O -2.0162 1.4496 -0.3954
O -1.3479 -1.8089 0.2370
P -0.4286 -0.6850 0.1573
H -0.0175 2.8952 0.3014
H 0.2531 -1.3937 -2.1078
H 1.3943 -0.1544 0.8700
H 1.3329 -1.6899 0.6666
*
```

Top of the stability list: b), leading by 0.571 eV.

a) Below is the molecule C2H4N2S2, with properties calculated with ωB97M-V/def2-TZVPD.

Computed properties:
E_HOMO in hartree: -0.308
SMILES string: C=NSC(N)=S
E_LUMO in Eh: -0.0343
HOMO-LUMO gap in eV: 7.43

ORCA input file:
```
! RIJCOSX wB97M-V def2-TZVPD def2/J DEFGRID3
* xyz 0 1
C 0.8724 0.3580 -0.0190
C -3.0058 -0.3736 0.3774
H -0.2042 2.0149 -0.2514
H 1.6072 2.3066 0.4269
H -3.1014 -1.4408 0.5395
H -4.0892 0.1062 0.3297
N 0.7155 1.6615 0.0890
N -1.9449 0.5148 -0.2434
S 2.2811 -0.6069 0.0917
S -0.5815 -0.5261 -0.2238
*
```

b) Below is the molecule C2H4N2S2, with properties calculated with ωB97M-V/def2-TZVPD.

Computed properties:
E_HOMO in hartree: -0.324
SMILES string: NC(=S)NC=S
E_LUMO in Eh: -0.0187
HOMO-LUMO gap in eV: 8.31

ORCA input file:
```
! RIJCOSX wB97M-V def2-TZVPD def2/J DEFGRID3
* xyz 0 1
C -0.7962 -0.1081 -0.0397
C 1.5591 -0.9272 0.0014
H -2.4787 1.0279 0.0246
H -1.0677 1.9339 0.2699
H 0.9349 0.9609 -0.1349
H 1.2015 -1.9649 0.0548
N -1.4508 1.0681 -0.0752
N 0.5802 0.0450 -0.0286
S -1.6501 -1.5317 -0.0334
S 3.1679 -0.5039 -0.0390
*
```

Top of the stability list: b), leading by 3.351 eV.

a) Below is the molecule C2H4N2S2, with properties calculated with ωB97M-V/def2-TZVPD.

Computed properties:
E_HOMO in hartree: -0.316
SMILES string: [H]/N=C\NSC=S
E_LUMO in Eh: -0.0187
HOMO-LUMO gap in eV: 8.10

ORCA input file:
```
! RIJCOSX wB97M-V def2-TZVPD def2/J DEFGRID3
* xyz 0 1
C 0.1222 0.1798 -1.5300
C -0.8426 0.2833 1.9903
H 1.8509 -0.5921 -2.2014
H -0.6973 1.0115 -1.5196
H 0.8107 -1.5028 -0.2377
H -1.6589 0.4543 2.8394
N 1.1850 0.2469 -2.2202
N -0.0804 -0.6961 -0.3477
S -1.2013 -0.7019 0.7627
S 0.5116 1.3171 2.4642
*
```

b) Below is a structure of composition C2H4N2S2, with properties calculated with ωB97M-V/def2-TZVPD.

Computed properties:
E_HOMO (alpha / beta) in hartree: -0.298 / -0.298
E_LUMO (alpha / beta) in Eh: -0.0336 / -0.0335
HOMO-LUMO gap (alpha / beta) in eV: 7.20 / 7.20

ORCA input file:
```
! RIJCOSX wB97M-V def2-TZVPD def2/J DEFGRID3
* xyz 0 1
C 0.6729 -0.3596 0.6851
C 0.9606 0.8046 -0.1224
N -0.5762 -0.6182 0.9697
N -0.0618 1.6986 -0.2426
S -3.2422 -0.5363 -0.3792
S -1.5790 0.5823 0.7001
H 1.3567 -1.1710 0.7988
H 1.6872 1.4531 0.3528
H 1.2968 0.2400 -0.9854
H -4.2960 0.0413 0.1903
*
```

Top of the stability list: a), leading by 1.675 eV.

a) Below is the molecule C2H4N2S2, with properties calculated with ωB97M-V/def2-TZVPD.

Computed properties:
E_HOMO in hartree: -0.339
SMILES string: [H]/N=C(/N)C(=S)S
E_LUMO in Eh: -0.0331
HOMO-LUMO gap in eV: 8.32

ORCA input file:
```
! RIJCOSX wB97M-V def2-TZVPD def2/J DEFGRID3
* xyz 0 1
C -0.5901 -0.3894 -0.0694
C 0.9152 -0.1487 -0.0622
H -0.9814 1.3933 0.9199
H -2.3266 0.4414 0.3678
H -0.4127 -2.1526 -0.6924
H 2.6163 1.4183 -0.2732
N -1.3726 0.6450 0.2829
N -1.1175 -1.4970 -0.4071
S 1.2460 1.5802 -0.2078
S 2.0234 -1.2904 0.1414
*
```

b) Below is the molecule C2H4N2S2, with properties calculated with ωB97M-V/def2-TZVPD.

Computed properties:
E_HOMO in hartree: -0.307
SMILES string: C=NS/C=N/S
E_LUMO in Eh: -0.0051
HOMO-LUMO gap in eV: 8.21

ORCA input file:
```
! RIJCOSX wB97M-V def2-TZVPD def2/J DEFGRID3
* xyz 0 1
C 0.3531 1.1534 -0.6628
C -0.5370 -1.8070 -0.3459
H 0.3774 1.0892 2.9094
H 0.7608 1.9971 -1.3500
H -0.6179 -2.9524 -0.0194
H -0.1457 -1.0791 0.3821
N 0.0507 0.9951 0.7188
N -0.6901 -1.4860 -1.5563
S 0.7881 1.9824 1.8724
S -0.3395 0.1073 -1.9484
*
```

c) Below is a structure of composition C2H4N2S2, with properties calculated with ωB97M-V/def2-TZVPD.

Computed properties:
E_HOMO in hartree: -0.324
E_LUMO in Eh: -0.0289
HOMO-LUMO gap in eV: 8.04

ORCA input file:
```
! RIJCOSX wB97M-V def2-TZVPD def2/J DEFGRID3
* xyz 0 1
C 0.8704 -0.0329 -0.6489
C 0.4516 -1.2843 0.0578
H -0.4922 1.0056 1.2136
H -0.7019 2.4630 0.4191
H 1.7017 -0.1433 -1.3098
H -1.7916 -0.5536 -0.2612
N -0.5401 1.4912 0.3532
N 0.3347 1.1795 -0.5806
S -1.2391 -1.6698 0.1320
S 1.4065 -2.4555 0.6248
*
```

Top of the stability list: a), leading by 1.403 eV.

a) Below is the molecule C9H14N4O3, with properties calculated with ωB97M-V/def2-TZVPD.

Computed properties:
E_HOMO in hartree: -0.331
SMILES string: NCCC(=O)N[C@H](Cc1c[nH]cn1)C(=O)O
E_LUMO in Eh: 0.0204
HOMO-LUMO gap in eV: 9.57

ORCA input file:
```
! RIJCOSX wB97M-V def2-TZVPD def2/J DEFGRID3
* xyz 0 1
N 3.1578 -2.8919 -0.5936
H 3.1985 -2.5348 -1.5429
H 3.1213 -3.9045 -0.6470
C 1.9853 -2.3807 0.0870
C 0.6458 -2.7125 -0.6029
C -0.5011 -2.1276 0.1970
O -1.2037 -2.7794 0.9430
N -0.6633 -0.8018 0.0054
H -0.0464 -0.2559 -0.5889
C -1.6085 -0.0220 0.7548
C -0.9733 0.6380 1.9757
O -1.5166 1.4626 2.6612
O 0.2671 0.2081 2.2048
H 0.6260 0.6175 3.0081
H -2.3822 -0.7066 1.1285
C -2.2281 1.0684 -0.1344
C -1.1759 2.0369 -0.5626
C -1.1452 3.3954 -0.4117
N 0.0464 3.8091 -0.9401
C 0.6846 2.7027 -1.3801
N -0.0201 1.6268 -1.1699
H 1.6511 2.7196 -1.8422
H 0.3757 4.7592 -0.9856
H -1.8506 4.0733 0.0201
H -2.9979 1.5986 0.4251
H -2.6789 0.5900 -1.0061
H 0.5186 -3.7955 -0.6528
H 0.6422 -2.3020 -1.6152
H 1.9782 -2.7955 1.0977
H 2.0932 -1.2956 0.1673
*
```

b) Below is a structure of composition C9H14N4O3, with properties calculated with ωB97M-V/def2-TZVPD.

Computed properties:
E_HOMO in hartree: -0.330
E_LUMO in Eh: 0.0124
HOMO-LUMO gap in eV: 9.32

ORCA input file:
```
! RIJCOSX wB97M-V def2-TZVPD def2/J DEFGRID3
* xyz 0 1
C -0.2274 -3.3457 0.1552
C 0.0668 -1.7563 -0.0853
C 0.9999 -4.0691 0.8891
C -0.1008 0.6156 0.7042
C -0.6024 1.0725 2.1266
C -1.2055 1.2053 -0.3339
C -0.6125 2.5395 -0.8274
C -0.1450 2.9582 -2.1486
C 0.5509 4.3941 -0.5733
H 0.8239 -4.4244 -1.2104
H -0.8131 -3.6003 -2.1144
H -1.1012 -3.1408 0.9762
H 1.9969 -3.1224 1.6719
H 0.3471 -4.9975 1.5038
H 1.8181 -4.7005 -0.2516
H -0.4091 -0.9238 1.7448
H 1.0361 0.7448 0.4677
H -1.4583 0.3972 -0.9667
H -2.1495 1.4399 0.0908
H -0.2999 2.3656 -3.0959
H 1.5457 4.9957 -0.0493
H 1.1223 4.6565 -2.5298
H -0.0813 3.0047 1.7548
N -0.3559 -4.2902 -1.0553
N -0.2569 -0.8040 0.7414
N -0.3198 3.5859 0.1132
N 0.4175 4.1508 -1.9278
O 0.6264 -1.6100 -1.2145
O -0.9897 0.3018 2.9481
O -0.2232 2.3570 2.4964
*
```

Top of the stability list: a), leading by 10.548 eV.

a) Below is a cluster of 3 separate species, C4H12O3 in total, with properties calculated with ωB97M-V/def2-TZVPD.

Computed properties:
E_HOMO (alpha / beta) in hartree: -0.540 / -0.540
E_LUMO (alpha / beta) in Eh: -0.2221 / -0.3596
HOMO-LUMO gap (alpha / beta) in eV: 8.64 / 4.90

ORCA input file:
```
! RIJCOSX wB97M-V def2-TZVPD def2/J DEFGRID3
* xyz 1 2
O -2.7594 -0.7417 0.3548
C -1.7704 -1.1111 -0.1400
C -1.0662 -0.5215 -1.3033
C 0.1770 -1.0963 -1.9392
C 1.5141 -0.4917 -1.2594
H -1.2218 -1.8270 0.5481
H -1.6852 -0.5558 -2.3145
H -1.0608 0.5253 -1.1580
H 0.1674 -2.2250 -2.0530
H 0.3302 -0.7577 -2.9759
H 2.4561 -1.0959 -1.2210
H 1.2033 -0.2899 -0.1538
H 1.7145 0.3705 -1.7445
H -0.5660 3.1651 1.0086
H -0.5100 2.3137 2.2575
O -1.1702 2.7378 1.5614
H 1.1250 -0.1624 3.6442
H 1.3289 1.2882 3.3761
O 1.7935 0.4753 3.5119
*
```

b) Below is a cluster of 2 separate species, C4H12O3 in total, with properties calculated with ωB97M-V/def2-TZVPD.

Computed properties:
E_HOMO (alpha / beta) in hartree: -0.533 / -0.531
E_LUMO (alpha / beta) in Eh: -0.1206 / -0.3556
HOMO-LUMO gap (alpha / beta) in eV: 11.21 / 4.78

ORCA input file:
```
! RIJCOSX wB97M-V def2-TZVPD def2/J DEFGRID3
* xyz 1 2
C -0.2208 2.0163 1.2668
O -0.8010 2.5147 2.4373
C -0.6932 0.4290 1.1121
C -0.2046 -0.1812 -0.2294
C 1.3186 -0.3530 -0.3117
O -0.9193 -1.3117 -0.5982
H -0.5818 2.3868 0.2893
H 0.8663 2.2603 1.2057
H -1.6854 2.8311 2.1857
H -0.1853 0.0594 2.0059
H -1.7942 0.3431 1.2476
H -0.4842 0.6003 -0.9562
H 1.6297 -1.1219 -1.0155
H 1.7647 0.6536 -0.4809
H 1.7635 -0.5684 0.6982
H -1.8754 -1.1497 -0.5954
H 0.6149 -3.1447 -1.9885
H 0.6183 -3.4941 -3.4308
O 0.8693 -2.7697 -2.8419
*
```

Top of the stability list: b), leading by 0.957 eV.